Record 1
Formula: C24H19ClCoIN6O3S3Se
Source: the Open Molecules 2025 dataset
Level of theory: the ωB97M-V functional and the def2-TZVPD basis

Results
**Kohn-Sham gap**: 0.2694 Ha
**HOMO level**: -7.665 eV

```
! RIJCOSX wB97M-V def2-TZVPD def2/J DEFGRID3
* xyz 0 1
Co -1.084 1.053 0.249
O 0.442 -3.679 2.271
C 1.524 -2.882 2.444
C 2.676 -3.387 3.045
C 3.791 -2.593 3.241
C 3.770 -1.264 2.841
C 2.624 -0.762 2.252
C 1.490 -1.543 2.032
C 0.319 -0.884 1.395
O 0.359 0.412 1.289
N -0.653 -1.607 0.949
N -1.647 -0.786 0.420
C -2.726 -1.406 0.114
S -2.821 -3.137 0.372
C -4.449 -3.293 -0.411
C -5.224 -2.032 -0.100
S -4.161 -0.625 -0.514
H 0.633 -4.544 2.650
H 2.686 -4.423 3.366
H 4.671 -3.013 3.710
H 4.634 -0.630 2.992
H 2.577 0.271 1.941
H -4.929 -4.181 -0.002
H -4.315 -3.415 -1.485
H -5.479 -1.977 0.958
H -6.129 -1.942 -0.699
Cl -1.000 0.146 -6.502
C -1.417 0.577 -4.867
C -2.608 1.196 -4.610
C -2.979 1.550 -3.299
I -4.806 2.469 -2.936
C -2.153 1.282 -2.222
O -2.438 1.529 -0.977
C -0.906 0.665 -2.517
N -0.113 0.460 -1.436
C 1.048 -0.126 -1.577
C 1.508 -0.559 -2.835
C 0.733 -0.354 -3.943
C -0.520 0.288 -3.814
H -3.280 1.412 -5.429
H 1.635 -0.268 -0.677
H 2.467 -1.054 -2.908
H 1.061 -0.684 -4.920
Se -2.704 1.708 1.862
C -1.696 2.498 3.179
N -1.085 3.023 4.007
C 1.747 2.945 2.612
N 2.266 2.855 1.249
C 3.588 2.669 0.902
C 3.650 2.586 -0.444
N 2.354 2.720 -0.890
C 1.504 2.881 0.143
S -0.179 3.184 0.003
H 2.590 2.990 3.297
H 1.136 2.074 2.822
H 1.129 3.832 2.716
H 4.368 2.616 1.641
H 4.485 2.446 -1.106
H 2.037 2.711 -1.845
*
```

***

Record 2
Formula: C24H19ClGeMnO2Se4
Source: the Open Molecules 2025 dataset
Level of theory: the ωB97M-V functional and the def2-TZVPD basis

Results
**Kohn-Sham gap (spin up / spin down)**: 0.2261 / 0.2009 Ha
**HOMO level (spin up / spin down)**: -7.651 / -7.727 eV

```
! RIJCOSX wB97M-V def2-TZVPD def2/J DEFGRID3
* xyz 0 6
Mn -0.998 0.703 1.314
Se -2.953 -0.865 0.946
Se -4.264 0.639 2.149
Se -4.108 2.564 0.722
Se -1.894 3.100 0.764
Cl 3.635 0.629 7.069
C 2.320 0.733 5.927
C 1.028 1.087 6.368
C -0.013 1.172 5.481
C 0.158 0.914 4.100
O -0.854 1.010 3.312
C 1.478 0.558 3.681
C 1.794 0.265 2.338
O 1.040 0.276 1.353
C 2.534 0.477 4.621
H 0.868 1.289 7.421
H -1.011 1.440 5.808
H 2.844 -0.006 2.158
H 3.528 0.202 4.277
C -2.063 2.383 -2.432
Ge -1.004 1.072 -1.458
C 0.879 1.366 -1.879
C 1.737 2.122 -1.072
C 3.054 2.347 -1.470
C 3.519 1.815 -2.671
C 2.670 1.063 -3.479
C 1.350 0.836 -3.087
C -1.604 -0.664 -2.081
C -2.725 -0.683 -2.868
C -3.285 -1.907 -3.306
C -2.723 -3.092 -2.929
C -1.562 -3.116 -2.112
C -0.967 -4.338 -1.694
C 0.146 -4.341 -0.898
C 0.731 -3.118 -0.488
C 0.186 -1.925 -0.876
C -0.981 -1.881 -1.688
H -1.917 2.220 -3.506
H -1.718 3.386 -2.176
H -3.125 2.295 -2.194
H 1.381 2.536 -0.135
H 3.715 2.936 -0.845
H 4.545 1.988 -2.976
H 3.033 0.648 -4.413
H 0.691 0.236 -3.711
H -3.210 0.246 -3.151
H -4.173 -1.894 -3.929
H -3.156 -4.037 -3.243
H -1.419 -5.272 -2.018
H 0.587 -5.282 -0.581
H 1.620 -3.130 0.134
H 0.659 -1.002 -0.577
*
```

***

Record 3
Formula: C24H19N4O2PtS
Source: the Open Molecules 2025 dataset
Level of theory: the ωB97M-V functional and the def2-TZVPD basis

Results
**Kohn-Sham gap**: 0.3236 Ha
**HOMO level**: -11.801 eV

```
! RIJCOSX wB97M-V def2-TZVPD def2/J DEFGRID3
* xyz 1 1
Pt -0.278 1.201 -1.039
O 2.361 2.666 -3.723
C 1.552 2.079 -3.057
N 1.087 2.394 -1.799
C 1.380 3.536 -1.085
O 2.090 4.454 -1.395
C 0.697 3.496 0.273
C 0.907 4.509 1.182
C 0.349 4.401 2.447
C -0.383 3.267 2.761
C -0.570 2.296 1.793
N -0.056 2.413 0.570
C 0.927 0.784 -3.555
C 1.322 0.251 -4.762
C 0.758 -0.943 -5.185
C -0.186 -1.561 -4.381
C -0.542 -0.968 -3.182
N 0.003 0.178 -2.775
H 1.515 5.349 0.877
H 0.493 5.184 3.179
H -0.816 3.128 3.741
H -1.145 1.404 1.987
H 2.063 0.788 -5.338
H 1.048 -1.383 -6.129
H -0.653 -2.490 -4.673
H -1.283 -1.401 -2.530
N -1.793 -0.057 -0.339
S -1.755 -1.507 0.360
C -1.702 -1.280 2.137
C -2.632 -0.397 2.670
C -2.728 -0.267 4.046
C -1.914 -1.029 4.875
C -1.008 -1.926 4.330
C -0.900 -2.065 2.953
C -0.158 -2.192 0.018
C -0.126 -3.390 -0.680
C 1.102 -3.927 -1.043
C 2.271 -3.260 -0.708
C 2.226 -2.062 -0.002
C 1.008 -1.522 0.371
H -2.682 0.043 -0.812
H -3.263 0.191 2.015
H -3.447 0.421 4.471
H -1.994 -0.930 5.949
H -0.381 -2.525 4.977
H -0.197 -2.769 2.531
H -1.048 -3.898 -0.936
H 1.143 -4.863 -1.583
H 3.228 -3.678 -0.993
H 3.143 -1.552 0.262
H 0.966 -0.594 0.928
*
```

***

Record 4
Formula: C24H19N4O2S3Sm
Source: the Open Molecules 2025 dataset
Level of theory: the ωB97M-V functional and the def2-TZVPD basis

Results
**Kohn-Sham gap (spin up / spin down)**: 0.2548 / 0.2553 Ha
**HOMO level (spin up / spin down)**: -7.296 / -7.295 eV

```
! RIJCOSX wB97M-V def2-TZVPD def2/J DEFGRID3
* xyz 0 6
Sm -15.108 -0.719 -11.045
S -19.972 -0.015 -10.453
C -19.718 -1.566 -9.759
C -20.627 -2.469 -9.244
C -20.174 -3.688 -8.756
C -18.806 -3.961 -8.718
C -17.878 -3.086 -9.254
C -18.320 -1.881 -9.788
N -17.531 -0.820 -10.237
C -18.270 0.193 -10.686
C -17.771 1.452 -11.241
C -18.664 2.508 -11.444
C -18.145 3.717 -11.847
C -16.760 3.899 -11.995
C -15.908 2.868 -11.804
C -16.364 1.598 -11.353
H -21.704 -2.251 -9.115
H -20.898 -4.415 -8.453
H -18.437 -4.915 -8.298
H -16.795 -3.326 -9.300
H -19.723 2.378 -11.198
H -18.774 4.622 -11.884
H -16.350 4.864 -12.227
H -14.828 3.061 -11.963
C -10.788 -0.007 -12.568
C -11.793 -0.479 -11.554
N -13.118 -0.332 -11.797
O -13.510 -0.068 -13.146
C -11.410 -1.017 -10.393
C -9.957 -1.211 -10.029
N -12.507 -1.702 -9.652
O -14.332 -2.997 -10.517
H -9.853 -0.571 -12.585
H -10.512 0.984 -12.250
H -11.194 0.068 -13.562
H -13.424 0.889 -13.156
H -9.472 -0.299 -10.337
H -9.532 -2.085 -10.492
H -9.723 -1.380 -8.975
S -11.917 -3.742 -11.425
C -13.093 -2.957 -10.596
N -13.619 -0.841 -9.271
C -13.959 -0.930 -7.946
C -14.991 -0.261 -7.293
C -15.337 -0.595 -5.972
C -14.623 -1.546 -5.303
C -13.490 -2.112 -5.884
C -13.236 -1.855 -7.191
S -11.963 -2.560 -8.204
H -15.665 0.399 -7.878
H -16.088 0.001 -5.472
H -14.819 -1.699 -4.252
H -12.865 -2.845 -5.343
*
```

***

What are the energy above the lowest of the compared OMol25 structures with the same formula, charge and spin values for these records? In order: 0.5715 0.0000 0.0000 3.3172 eV.